No. 1
DFT (wB97M-V/def2-TZVPD) results for an isolated ion of composition C5H2BrO2 and charge -1.

Properties
ΔE to the lowest compared entry with this formula, charge and spin (kcal per mole): 0.0
Net charge: -1
Highest occupied orbital energy (eV): -4.64
E_LUMO (eV): 3.4
Multiplicity: 1
SMILES: C#C/C=C(\Br)C(=O)[O-]
Kohn-Sham gap (eV): 8.074

Element x y z (Å)
C (-0.387, 1.416, -0.415)
C (0.110, 0.418, 0.056)
C (0.526, -0.858, 0.395)
C (1.909, -1.138, 0.533)
C (2.581, -2.464, 0.992)
O (1.834, -3.404, 0.827)
O (3.712, -2.403, 1.460)
Br (3.158, 0.284, 0.764)
H (-0.635, 2.315, -0.883)
H (-0.063, -1.800, 0.492)

Charges in e, computed with natural (NBO), in the same order as the atoms: -0.28 0.00 -0.39 -0.07 0.70 -0.74 -0.73 0.01 0.21 0.27

***

No. 2
DFT (wB97M-V/def2-TZVPD) results for one molecule with the formula C5H2ClFS.

Properties
ΔE to the lowest compared entry with this formula, charge and spin (kcal per mole): 0.5
Highest occupied orbital energy (eV): -9.16
E_LUMO (eV): -1.6
Multiplicity: 1
SMILES: FC1=CC(=S)C=C1Cl
Kohn-Sham gap (eV): 7.546

Element x y z (Å)
C (0.857, -0.439, 0.018)
C (-0.284, -0.990, 0.271)
C (-1.369, 0.007, 0.027)
C (-0.733, 1.194, -0.033)
C (0.622, 1.072, -0.003)
H (-0.568, -2.077, 0.655)
H (-1.096, 2.123, 0.143)
F (1.591, 1.985, 0.049)
S (-2.917, -0.333, -0.084)
Cl (2.321, -1.038, -0.093)

Charges in e, computed with natural (NBO), in the same order as the atoms: -0.19 -0.24 -0.16 -0.39 0.49 0.25 0.23 -0.28 0.15 0.14

***

No. 3
DFT (wB97M-V/def2-TZVPD) results for a 2-piece molecular cluster, C5H2FN overall.

Properties
Highest occupied orbital energy (alpha / beta) (eV): -6.07 / -9.73
E_LUMO (alpha / beta) (eV): 0.9 / -3.0
Multiplicity: 3
<S²>: 2.014
Kohn-Sham gap (alpha / beta) (eV): 7.015 / 6.756

Element x y z (Å)
C (1.313, -0.167, 0.791)
C (0.724, -0.212, -0.431)
C (1.958, -0.316, 1.799)
C (-2.193, 0.487, -0.197)
C (0.548, -0.352, -1.602)
N (-1.891, 1.122, -1.096)
F (-0.186, -0.350, -2.655)
H (2.386, -0.109, 2.818)
H (-2.660, -0.102, 0.572)

Charges in e, computed with natural (NBO), in the same order as the atoms: -0.10 -0.22 -0.15 0.08 0.48 -0.31 -0.26 0.25 0.24

***

No. 4
DFT (wB97M-V/def2-TZVPD) results for one molecule with the formula C5H2N2O.

Properties
ΔE to the lowest compared entry with this formula, charge and spin (kcal per mole): 13.7
Highest occupied orbital energy (eV): -11.22
E_LUMO (eV): -2.2
Multiplicity: 1
SMILES: N#CC(C#N)=CC=O
Kohn-Sham gap (eV): 9.027

Element x y z (Å)
C (0.929, -0.026, -1.499)
C (-0.262, 0.427, -0.691)
C (-0.363, 0.185, 0.641)
C (-1.587, 0.321, 1.373)
C (0.641, -0.574, 1.375)
H (1.778, -0.420, -1.025)
H (-1.067, 0.942, -1.255)
N (-2.518, 0.267, 2.156)
N (1.531, -1.326, 1.641)
O (0.919, 0.203, -2.716)

Charges in e, computed with natural (NBO), in the same order as the atoms: 0.36 -0.13 -0.22 0.24 0.25 0.16 0.26 -0.22 -0.23 -0.46

***

No. 5
DFT (wB97M-V/def2-TZVPD) results for C5H2O as an isolated structure.

Properties
ΔE to the lowest compared entry with this formula, charge and spin (kcal per mole): 84.7
Highest occupied orbital energy (alpha / beta) (eV): -9.45 / -9.45
E_LUMO (alpha / beta) (eV): -1.6 / -1.6
Multiplicity: 1
Kohn-Sham gap (alpha / beta) (eV): 7.851 / 7.850

Element x y z (Å)
C (-1.384, -1.791, -0.540)
C (-0.261, -2.365, 0.271)
C (1.595, -0.404, -0.246)
C (-1.045, -0.630, 0.185)
C (0.404, -1.108, 0.129)
O (2.720, -0.735, 0.083)
H (1.382, 0.430, -0.798)
H (-1.538, 0.169, 0.776)

Charges in e, computed with natural (NBO), in the same order as the atoms: 0.02 -0.01 0.36 -0.22 -0.10 -0.43 0.13 0.25

***

No. 6
DFT (wB97M-V/def2-TZVPD) results for C5H2O as an isolated structure.

Properties
ΔE to the lowest compared entry with this formula, charge and spin (kcal per mole): 73.8
Highest occupied orbital energy (eV): -9.75
E_LUMO (eV): -0.4
Multiplicity: 1
Kohn-Sham gap (eV): 9.391

Element x y z (Å)
C (2.116, 1.162, -0.110)
C (0.675, 1.015, 0.099)
C (-1.606, -0.277, 0.224)
C (1.648, -0.058, -0.304)
C (-0.300, 0.229, 0.103)
O (-2.576, 0.389, 0.506)
H (-1.678, -1.369, 0.042)
H (1.721, -1.091, -0.560)

Charges in e, computed with natural (NBO), in the same order as the atoms: -0.09 0.10 0.33 -0.16 -0.08 -0.50 0.13 0.27

***

No. 7
DFT (wB97M-V/def2-TZVPD) results for C5H2O as an isolated structure.

Properties
ΔE to the lowest compared entry with this formula, charge and spin (kcal per mole): 78.6
Highest occupied orbital energy (eV): -9.41
E_LUMO (eV): -1.3
Multiplicity: 1
Kohn-Sham gap (eV): 8.107

Element x y z (Å)
C (-0.599, -2.112, -0.682)
C (0.435, -2.299, 0.345)
C (1.688, 0.015, -0.229)
C (-0.797, -1.038, 0.184)
C (0.673, -0.953, 0.177)
O (2.842, -0.042, 0.106)
H (1.354, 0.803, -0.875)
H (-1.466, -0.628, 0.855)

Charges in e, computed with natural (NBO), in the same order as the atoms: 0.04 -0.05 0.38 -0.22 -0.09 -0.43 0.14 0.24

***

No. 8
DFT (wB97M-V/def2-TZVPD) results for one molecule with the formula C5H2O.

Properties
ΔE to the lowest compared entry with this formula, charge and spin (kcal per mole): 15.9
Highest occupied orbital energy (eV): -10.32
E_LUMO (eV): -0.5
Multiplicity: 1
SMILES: C#CC(=O)C#C
Kohn-Sham gap (eV): 9.790

Element x y z (Å)
O (0.984, 0.855, 1.301)
C (0.554, 0.407, 0.260)
C (-0.589, 1.166, -0.166)
C (-1.659, 1.714, -0.147)
C (0.905, -0.948, -0.188)
C (1.118, -2.133, -0.298)
H (-2.611, 2.127, -0.366)
H (1.298, -3.188, -0.396)

Charges in e, computed with natural (NBO), in the same order as the atoms: -0.44 0.43 -0.10 -0.13 -0.12 -0.11 0.24 0.24

***

- What is the multiplicity in the third record?
  3